Formula: CH2NO2S
Source: the Open Molecules 2025 dataset
Level of theory: the ωB97M-V functional and the def2-TZVPD basis

Output
SMILES string: NOC([O-])=S
DFT total energy: -17489.7720 eV
maximum force: 2.700 eV/A
E_LUMO: 4.020 eV
energy above the lowest of the compared OMol25 structures with the same formula, charge and spin: 119.5 kJ/mol

```
! wB97M-V def2-TZVPD RIJCOSX def2/J DEFGRID3
* xyz -1 1
O 0.0466 -0.9178 0.2440
O -0.4581 1.2770 0.1333
H 1.1258 -0.1200 -1.1277
C -0.9415 0.1678 0.2876
N 1.3286 -0.4640 -0.1719
H 1.6239 0.3275 0.3502
S -2.7253 -0.2704 0.2846
*
```